(1)
C36H80BI2NO2P | wB97M-V/def2-TZVPD

XYZ file:
```
123
C36H80BI2NO2P wB97M-V/def2-TZVPD
C 0.46410 0.38957 5.93116
C -0.83321 0.85365 5.26313
C -0.82513 0.86686 3.72556
C 0.52370 1.42150 3.24760
C -1.25803 -0.51670 3.11541
P -0.40409 -1.05016 1.52290
C -0.40853 0.38534 0.34484
C 1.36763 -1.29892 1.97405
O -0.84148 -1.53287 3.98704
B -1.91842 -2.50755 4.31637
C -2.23604 -2.56111 5.93873
C -3.63716 -3.12930 6.21633
C -1.61865 -4.06305 3.80941
C -0.14755 -4.32367 3.46393
C 0.53489 -5.30224 4.41547
I 0.03009 -5.17846 1.46324
O -3.09476 -1.96533 3.56659
C -2.84035 -0.70824 2.98177
C -3.33422 -0.76796 1.52585
C -3.32922 -2.15528 0.88852
N -3.29713 -2.07835 -0.59993
C -3.65030 0.29535 3.82834
C -5.16942 0.08114 3.71560
C -5.84854 1.14894 2.85492
I -6.44330 2.86285 4.00282
H 1.21388 1.17964 5.94524
H 0.24781 0.11723 6.96556
H 0.85565 -0.50263 5.44890
H -1.63960 0.24301 5.64868
H -1.03463 1.87955 5.59240
H -1.55409 1.61425 3.41244
H 0.75378 2.31247 3.84111
H 0.49377 1.75154 2.21540
H 1.34279 0.72944 3.39970
H -0.76226 1.32239 0.77278
H 0.56932 0.52888 -0.11544
H -1.09734 0.13049 -0.46182
H 1.53236 -1.13507 3.03630
H 1.61310 -2.33276 1.74511
H 2.00105 -0.63597 1.38461
H -2.17532 -1.57420 6.41217
H -1.47160 -3.18053 6.42321
H -3.70398 -3.54076 7.22918
H -3.89504 -3.92522 5.51839
H -4.37402 -2.33025 6.15241
H -1.89445 -4.78629 4.58474
H -2.25379 -4.30763 2.95842
H 0.42374 -3.40007 3.46748
H 0.31343 -5.00148 5.44085
H 0.19660 -6.32399 4.25654
H 1.61906 -5.29066 4.28403
H -4.35986 -0.39515 1.46428
H -2.74786 -0.08704 0.90313
H -4.22247 -2.69985 1.18307
H -2.44269 -2.69644 1.20194
H -3.39823 -1.11564 -0.90018
H -2.36492 -2.34521 -0.89431
H -3.36685 0.11151 4.85891
H -3.42881 1.33734 3.59130
H -5.58971 0.13850 4.71768
H -5.39495 -0.89348 3.28942
H -6.74932 0.79586 2.36292
H -5.17849 1.52967 2.08822
C 4.82596 3.15629 -4.82262
C 3.75794 3.08926 -3.73467
C 4.01354 1.99900 -2.69581
C 4.03229 0.57375 -3.25083
C 2.75780 0.15398 -3.98170
C 1.51775 0.17162 -3.09323
H 4.87630 2.23226 -5.40015
H 4.61639 3.96734 -5.52253
H 5.81142 3.33649 -4.38588
H 2.77615 2.94846 -4.19437
H 3.71500 4.05300 -3.21909
H 3.25774 2.07492 -1.90975
H 4.97371 2.19407 -2.20663
H 4.20667 -0.11712 -2.42054
H 4.88566 0.45382 -3.92486
H 2.90137 -0.85676 -4.37222
H 2.59446 0.79441 -4.85359
H 1.64563 -0.49308 -2.23671
H 0.63771 -0.16236 -3.64410
H 1.30521 1.17239 -2.71378
C -3.45492 -5.96899 -1.82989
C -3.32468 -5.43262 -3.25205
C -4.43731 -4.45504 -3.62849
C -5.84668 -5.04732 -3.60377
C -6.05157 -6.26386 -4.50542
C -5.82827 -5.96980 -5.98609
H -4.38079 -6.53134 -1.69286
H -2.62771 -6.63793 -1.58634
H -3.45116 -5.14911 -1.11143
H -3.29191 -6.26442 -3.96380
H -2.36617 -4.91506 -3.34846
H -4.23055 -4.04273 -4.62199
H -4.40813 -3.61122 -2.93411
H -6.55667 -4.26653 -3.89681
H -6.10672 -5.31809 -2.57764
H -7.07252 -6.63134 -4.36710
H -5.39210 -7.07740 -4.19163
H -6.50394 -5.18398 -6.33149
H -6.00980 -6.85813 -6.59399
H -4.80601 -5.64278 -6.18062
C 7.49202 9.64469 -4.43895
C 7.39790 9.19657 -2.98339
C 7.97936 7.80579 -2.73480
C 7.28371 6.67399 -3.49318
C 5.78539 6.54608 -3.22467
C 5.45148 6.23605 -1.76835
H 6.93139 8.98386 -5.10148
H 7.08952 10.65081 -4.56426
H 8.53100 9.65573 -4.77535
H 6.35486 9.23017 -2.65772
H 7.93378 9.91314 -2.35540
H 7.95237 7.59724 -1.66191
H 9.03846 7.80982 -3.01210
H 7.77141 5.73010 -3.22968
H 7.44197 6.80221 -4.56772
H 5.39028 5.74613 -3.85489
H 5.26631 7.45768 -3.53412
H 5.92612 5.30479 -1.45141
H 4.37532 6.12406 -1.63016
H 5.78536 7.02946 -1.09793
```

Output
E ... -2586.622412 Ha
Charge ... -1
LUMO ... 2.1 eV
HOMO-LUMO gap ... 6.717 eV
Strongest force on any atom ... 0.8 eV Å⁻¹

Atomic partial charges in e from the Mulliken method, atoms 1 to 99: -1.361 -0.532 1.001 -1.881 1.111 1.112 -1.681 -1.395 -0.706 0.066 -0.243 -1.370 -1.209 0.764 -1.564 -0.071 -0.257 1.000 -1.156 -0.128 -0.548 -0.390 -1.293 -1.230 -0.061 0.366 0.481 0.066 -0.144 0.646 -0.063 0.496 0.447 0.275 0.509 0.310 0.289 0.348 0.350 0.358 0.187 0.366 0.362 0.202 0.183 0.402 0.394 -0.348 0.358 0.417 0.433 0.565 -0.129 0.376 -0.342 0.275 0.317 0.238 0.211 0.600 0.205 0.563 0.441 -1.328 -0.121 -0.533 -0.826 -0.491 -1.109 0.415 0.372 0.238 0.281 0.203 0.250 0.349 0.399 0.325 0.393 0.262 0.245 0.442 0.274 -0.918 -0.441 -0.479 -0.734 -0.390 -1.190 0.280 0.381 0.059 0.291 0.350 0.326 0.189 0.393 0.325 0.359

***

(2)
C36H80BINO11S5 | wB97M-V/def2-TZVPD

XYZ file:
```
135
C36H80BINO11S5 wB97M-V/def2-TZVPD
C -6.28675 7.21451 2.98207
C -6.82929 5.88952 2.40938
C -5.71200 5.00207 1.82858
C -5.04659 4.11077 2.88974
C -5.50203 2.65041 2.83158
C -4.66367 1.77396 3.78227
C -3.69496 0.82543 3.02404
C -3.97249 -0.65897 3.30909
C -3.16686 -1.58361 2.37960
C -1.77265 -1.87322 2.95724
C -0.95862 -2.94387 2.23079
C 0.05648 -2.44287 1.19770
I -0.93948 -1.42993 -0.52747
O 0.82100 -1.47512 1.76529
B 2.19010 -2.01755 2.11795
C 3.40432 -1.13755 1.47384
C 3.13342 0.36579 1.49779
C 4.03182 1.17864 0.53564
C 3.27927 2.23679 -0.26273
N 3.99260 2.53767 -1.52066
C 3.61356 3.77975 -2.11083
C 2.85106 3.67580 -3.39971
O 3.90097 4.85403 -1.62648
O 2.13668 -3.40013 1.58460
C 1.06886 -3.57390 0.72819
C 0.55476 -4.99678 0.82113
C -0.69922 -5.31574 -0.04171
C -0.50025 -6.42590 -1.09458
C -0.67844 -6.01976 -2.56451
O -0.54507 -4.61395 -2.79838
C 0.06304 -4.26009 -3.92235
O 0.20145 -3.12395 -4.26935
O 1.50147 -3.20605 -0.58969
C 2.34261 -4.13843 -1.22012
C 3.06812 -3.45162 -2.37402
H -6.36986 7.26940 4.06634
H -5.24491 7.36852 2.69947
H -6.83734 8.05919 2.56174
H -7.31226 5.33146 3.21373
H -7.55181 6.09181 1.61885
H -6.12340 4.38843 1.02357
H -4.94184 5.63168 1.37961
H -5.26755 4.47554 3.89600
H -3.96410 4.12095 2.73791
H -6.55025 2.58867 3.13628
H -5.44234 2.29446 1.80193
H -4.04948 2.40190 4.42745
H -5.32723 1.15692 4.38612
H -2.66576 1.01706 3.33164
H -3.76546 0.96599 1.94527
H -3.64773 -0.86109 4.33587
H -5.04328 -0.86367 3.23383
H -3.01269 -1.05821 1.43827
H -3.69680 -2.51799 2.18417
H -1.20919 -0.94517 3.04552
H -1.93981 -2.23689 3.97809
H -0.34203 -3.46124 2.97140
H -1.63880 -3.68801 1.80791
H 2.25734 -1.97187 3.36355
H 4.30132 -1.33662 2.07291
H 3.60057 -1.49810 0.45707
H 2.08298 0.57580 1.28946
H 3.35505 0.72299 2.50719
H 4.56873 0.50624 -0.13631
H 4.79715 1.69984 1.12346
H 3.14522 3.14556 0.33356
H 2.28078 1.85851 -0.49385
H 4.99047 2.55570 -1.33904
H 1.81061 3.40290 -3.22030
H 3.30969 2.91908 -4.03308
H 2.88515 4.65091 -3.88273
H 0.31729 -5.18851 1.86490
H 1.35107 -5.69871 0.57031
H -1.44046 -5.69627 0.66450
H -1.12414 -4.40760 -0.46323
H 0.46270 -6.91366 -0.96638
H -1.24422 -7.20022 -0.91896
H 0.05639 -6.56061 -3.16836
H -1.66848 -6.32106 -2.91449
H 0.42862 -5.10403 -4.52793
H 3.08150 -4.50582 -0.49805
H 1.78709 -5.01042 -1.58467
H 4.09272 -3.21320 -2.09194
H 2.53128 -2.57237 -2.71955
H 3.13898 -4.14590 -3.21722
C -2.01461 7.93786 -1.52646
S -3.64875 7.21761 -1.32138
O -3.56961 6.29520 -0.16199
C -3.58939 6.19399 -2.79662
H -1.82962 8.58337 -0.67074
H -1.26960 7.14311 -1.55726
H -1.98906 8.52646 -2.44375
H -2.73407 5.52142 -2.73657
H -3.51842 6.83149 -3.67817
H -4.51026 5.61623 -2.83338
C -0.51235 -11.92993 -1.42766
S -0.08973 -10.42698 -2.31906
O 0.02615 -9.34366 -1.31138
C -1.69043 -10.22153 -3.11116
H 0.34841 -12.20592 -0.82265
H -1.37122 -11.73993 -0.78411
H -0.73203 -12.72578 -2.13955
H -2.46637 -10.14986 -2.34898
H -1.87849 -11.06544 -3.77509
H -1.65571 -9.30048 -3.68961
C 6.72157 2.53976 -6.60632
S 5.40794 3.74092 -6.41462
O 5.53410 4.73078 -7.52008
C 6.08510 4.49843 -4.93439
H 6.52640 1.96191 -7.50828
H 7.67887 3.05146 -6.68932
H 6.72477 1.88300 -5.73797
H 7.08198 4.88192 -5.14820
H 6.12933 3.75603 -4.13764
H 5.42377 5.31248 -4.64335
C 9.64733 1.10231 -2.14722
S 10.08701 1.80763 -3.73861
O 8.85190 2.42836 -4.28527
C 10.29717 0.24034 -4.59147
H 9.42658 1.92520 -1.47104
H 8.76628 0.47078 -2.25977
H 10.48815 0.52581 -1.76171
H 9.37127 -0.33167 -4.53266
H 11.11955 -0.31164 -4.13660
H 10.53235 0.45858 -5.63098
C -7.26183 1.17889 7.72418
S -7.47817 2.87926 7.18145
O -6.90410 2.96549 5.81864
C -6.26130 3.58625 8.30033
H -7.90553 0.55335 7.10967
H -6.22141 0.88466 7.58647
H -7.55343 1.09108 8.77111
H -5.29256 3.11962 8.12224
H -6.58116 3.43142 9.33108
H -6.20148 4.65191 8.09018
```

Output
Energy relative to the best compared isomer or geometry (same formula, charge and spin) ... 0.0 kJ/mol
E ... -4615.484596 Ha
Charge ... -1
LUMO ... 1.7 eV
HOMO-LUMO gap ... 6.018 eV
Strongest force on any atom ... 1.2 eV Å⁻¹

Atomic partial charges in e from the Mulliken method, atoms 1 to 99: -1.073 -0.542 -0.200 -0.716 -0.713 -0.533 -0.504 -0.742 -0.160 -1.121 -0.343 0.032 -0.233 -0.374 0.814 -0.517 -0.252 -0.639 -0.539 -0.179 0.513 -1.003 -0.589 -0.787 0.918 -1.845 -0.293 -1.040 -0.726 -0.168 0.088 -0.477 0.155 0.224 -1.658 0.282 0.282 0.332 0.251 0.400 0.470 -0.094 0.199 0.357 0.195 0.595 0.411 0.237 0.113 0.329 0.326 0.398 -0.018 0.328 0.244 0.373 0.578 0.012 -0.413 0.146 -0.118 0.182 0.248 0.445 0.216 0.318 0.407 0.241 0.355 0.248 0.283 0.504 0.808 0.492 0.294 0.331 0.400 0.355 0.358 0.341 0.445 -0.180 0.378 0.246 0.424 -0.957 0.481 -0.572 -0.936 0.307 0.288 0.371 0.287 0.368 0.306 -0.996 0.408 -0.506 -0.924